Entry 1:
8
Properties=species:S:1:pos:R:3:forces:R:3 method="wB97M-V/def2-TZVPD" smiles="O=C(O)C(O)=S" spin_multiplicity=1 homo_ha=-0.3519 e_above_lowest_kj_mol=66.3 e_lumo_ev=-0.3 homo_lumo_gap_ev=9.31
O 0.58275 0.66875 -1.70400 -1.1100 -0.5663 2.1313
C 0.03584 0.56143 -0.61163 1.3781 0.7588 -1.5150
O -0.54549 1.59201 0.01978 0.0782 -0.5543 -0.0475
C -0.03657 -0.70943 0.20318 -1.2541 -1.9596 -0.2098
O 0.84408 -0.86042 1.17228 0.6456 1.0791 -0.0031
S -1.14513 -1.88442 -0.11665 0.4944 0.9973 -0.1183
H -0.42915 2.34373 -0.57601 -0.0666 0.2889 -0.0684
H 0.69366 -1.71165 1.61305 -0.1656 -0.0439 -0.1691


Entry 2:
104
Properties=species:S:1:pos:R:3:forces:R:3 method="wB97M-V/def2-TZVPD" spin_multiplicity=1 homo_ha=-0.0343 e_above_lowest_kj_mol=106.4 e_lumo_ev=4.1 charge=-2 homo_lumo_gap_ev=5.03
Mg -0.04370 -0.49190 -0.21110 -0.1122 0.9092 0.2794
C 0.91700 -6.75870 -0.12170 -0.1655 -0.0199 -0.1455
C 0.04480 -6.05450 -1.16580 0.1043 0.1115 0.1300
C 0.35700 -4.59240 -1.26070 0.1207 0.0390 -0.2291
C 1.33110 -4.02010 -2.03590 -0.1718 -0.4052 0.1840
C 2.22520 -4.69700 -3.02760 -0.2463 0.1045 -0.0523
C 1.57420 -4.69060 -4.41240 0.1669 -0.0547 0.0100
C 1.22820 -2.59590 -1.83900 -0.2281 -0.1946 0.0193
N 0.27080 -2.32990 -0.93380 0.5360 0.2305 -0.1354
C -0.29870 -3.51440 -0.56020 -0.5321 -0.7247 0.3430
C -1.34020 -3.62240 0.34200 0.4214 -0.1293 -0.2847
C -1.95530 -2.58350 1.05020 -0.4375 0.0195 0.3305
C -2.88070 -2.72690 2.12510 0.2050 0.0106 0.0000
C -3.46050 -4.00650 2.63660 -0.0848 0.0885 -0.2551
C -4.62260 -4.49710 1.76700 0.0681 -0.0639 0.1804
C -3.10500 -1.45170 2.62720 -0.0934 -0.0822 -0.1316
C -2.31190 -0.58840 1.84230 -0.2935 -0.5612 0.1556
C -2.07620 0.87090 2.06320 -0.2660 -0.1819 -0.2380
C -2.22870 1.47370 0.70350 -0.9554 0.0804 0.0906
N -1.20200 1.72160 -0.13390 -0.3378 0.3025 -0.3952
C -1.70580 2.04740 -1.37200 -1.0130 -0.0962 -0.1614
C -0.86440 2.25650 -2.49300 0.9497 -0.3088 -0.4333
C 0.23120 1.46440 -2.72810 -1.0236 0.6282 -0.1547
N 0.44390 0.25410 -2.12000 0.1540 -0.6252 0.3999
C 1.51400 -0.30840 -2.70890 -0.4772 -0.2875 -0.0475
C 1.91360 -1.62970 -2.57040 0.4074 0.1342 -0.3225
C 2.06430 0.59590 -3.70460 0.0850 0.8123 -0.2411
C 1.24950 1.68350 -3.73570 0.6701 -0.2372 -0.2072
C 1.33690 2.89340 -4.60910 -0.0897 -0.1519 -0.0737
C 0.38590 2.79300 -5.80350 0.0616 0.0899 0.0290
C 3.24490 0.28880 -4.56720 -0.1964 -0.0098 -0.0518
C 2.80610 -0.46380 -5.82510 0.1755 0.0373 0.0225
C -3.10210 1.97870 -1.30650 0.5582 0.0928 -0.2281
C -3.42550 1.56390 -0.00780 0.1217 0.1476 0.3916
C -4.78950 1.22580 0.50540 0.0958 0.2552 -0.0373
C -5.58870 2.47090 0.89370 0.0039 -0.2052 -0.0142
C -4.00860 2.10440 -2.49420 0.1629 -0.1404 0.0751
C -3.90850 0.86660 -3.38940 -0.1290 0.2021 0.0265
N -1.65550 -1.25660 0.89080 -0.0645 0.4553 -0.2099
C -3.88860 -1.06450 3.84350 0.2391 -0.0652 0.0432
C -2.98260 -1.02480 5.07730 -0.1615 0.0899 0.0331
H 0.68030 -7.82330 -0.07240 0.0443 -0.0678 0.0516
H 0.75190 -6.31830 0.85860 0.0236 0.0324 0.1333
H 1.97030 -6.64410 -0.37330 0.1036 -0.0086 0.0249
H -1.00760 -6.18590 -0.90190 0.0029 -0.0656 -0.1012
H 0.21010 -6.52650 -2.14110 -0.1234 0.0158 0.0487
H 2.42410 -5.73080 -2.72960 0.0716 0.0325 0.0709
H 3.18310 -4.17410 -3.08270 0.0782 -0.0714 0.0512
H 0.62900 -5.22920 -4.38270 -0.1009 -0.0557 -0.0306
H 2.21960 -5.15260 -5.16110 0.0225 -0.0261 -0.1075
H 1.36370 -3.66620 -4.70860 -0.0421 0.1046 -0.0835
H -1.68910 -4.62530 0.55920 -0.0148 -0.0827 0.0333
H -3.81670 -3.85470 3.65860 0.0674 -0.0868 0.0418
H -2.68370 -4.77550 2.66280 -0.0144 -0.0551 0.1279
H -5.38900 -3.72580 1.70400 -0.0773 0.0264 -0.0300
H -5.06800 -5.40490 2.18250 -0.0621 -0.0471 -0.0458
H -4.27470 -4.70580 0.75650 -0.0186 -0.0074 -0.0820
H -2.87160 1.27790 2.70420 0.1169 -0.0957 -0.1469
H -1.12490 3.03630 -3.19780 0.1233 0.1488 -0.0273
H 2.74810 -1.96750 -3.16910 0.0507 0.0159 -0.0565
H 2.35970 3.01220 -4.97720 0.0170 0.0617 0.0691
H 1.08120 3.77980 -4.02460 0.0975 0.0126 0.0187
H 0.66610 1.95750 -6.44120 -0.0107 -0.0824 -0.0901
H 0.39910 3.70570 -6.40060 -0.0081 0.0609 -0.0695
H -0.62940 2.62040 -5.45710 -0.1499 -0.0256 -0.0080
H 3.95620 -0.32320 -4.00850 0.0599 0.0922 0.0247
H 3.75210 1.21470 -4.85470 0.0340 -0.0265 0.0484
H 2.28720 -1.37780 -5.54740 -0.0825 -0.1107 -0.0049
H 3.65740 -0.72390 -6.45390 0.0919 -0.0490 -0.1018
H 2.12100 0.14950 -6.40550 -0.0864 0.0245 -0.0998
H -4.68780 0.56720 1.36900 -0.1018 -0.1048 -0.0198
H -5.33810 0.67430 -0.26580 -0.0041 -0.1028 0.0732
H -5.04530 3.03740 1.64720 -0.0132 0.0951 0.0846
H -6.56770 2.18970 1.28640 -0.0981 0.0857 0.0653
H -5.73260 3.11280 0.02470 -0.0165 0.0933 -0.0178
H -3.73470 2.98580 -3.08550 -0.0692 0.0404 0.0651
H -5.04250 2.23600 -2.16330 -0.0005 0.0784 -0.0180
H -2.87920 0.73910 -3.71630 0.0861 -0.1024 -0.0414
H -4.55130 0.96130 -4.26600 -0.0614 -0.0531 -0.1167
H -4.20240 -0.01710 -2.82830 0.0065 -0.1600 0.0161
H -4.70470 -1.77470 4.01230 -0.0649 0.0761 -0.0446
H -4.33910 -0.07710 3.70800 -0.0816 -0.0182 -0.0426
H -2.63640 -2.02600 5.32640 0.0854 -0.1112 0.0174
H -3.49970 -0.60850 5.94210 -0.0708 0.0054 0.1219
H -2.10560 -0.41350 4.88070 0.1301 0.0567 -0.0097
S 0.41460 1.97410 0.35480 1.1177 0.2689 0.2849
C -0.76890 1.03700 2.82470 0.2724 0.0711 0.8303
S 0.38170 -0.18720 2.83660 0.4241 -0.2142 0.3357
C -0.68670 2.08900 3.73970 -0.1125 -0.7075 -0.8282
C 0.34040 2.19130 4.67930 0.8682 -0.1038 0.7252
N 1.12420 2.29840 5.52020 0.1069 0.0747 0.0178
C -1.62980 3.11010 3.82450 -0.9699 0.8120 0.0471
N -2.40050 3.96270 3.95600 -0.0712 -0.0098 -0.0927
C 2.91040 -2.17180 2.84830 -0.0507 0.0693 0.4333
N 3.29430 -2.44600 1.48010 -0.1954 -0.4913 0.4112
C 2.83740 -3.71480 0.96120 -0.0640 -0.3330 -0.1201
C 3.40790 -1.44650 0.63190 0.5276 0.0366 0.0091
N 3.69260 -0.62460 -0.12010 -0.0501 0.7605 -0.5536
H 3.44720 -2.85990 3.51090 -0.0210 0.0622 -0.0356
H 1.83260 -2.30480 2.98950 0.1028 -0.0112 0.0116
H 3.15730 -1.14320 3.10480 -0.0214 -0.0752 0.0293
H 3.35290 -4.52080 1.49200 -0.0262 -0.0208 -0.0103
H 3.05800 -3.78050 -0.10240 0.0019 -0.0290 0.0692
H 1.75720 -3.83190 1.09620 -0.0075 0.0020 -0.0504


Entry 3:
22
Properties=species:S:1:pos:R:3:forces:R:3 method="wB97M-V/def2-TZVPD" smiles="C=C(C)C(C)C.C=O" spin_multiplicity=1 homo_ha=-0.3446 e_above_lowest_kj_mol=213.5 e_lumo_ev=0.7 homo_lumo_gap_ev=10.08
C -1.34503 1.01092 -1.10698 0.4347 -0.8022 0.1225
C -0.86493 0.21244 -0.14003 1.9287 1.5747 0.5198
C -1.81060 -0.37747 0.87300 0.0419 -0.4449 -0.1606
C 0.76567 0.22045 0.24075 -1.4644 0.1194 -0.2113
C 0.96450 0.08059 1.75251 -0.2351 -0.3094 0.1314
C 1.47253 1.47758 -0.27872 -0.1323 0.1017 -0.3457
H -2.41041 1.20582 -1.19856 0.0557 -0.2639 -0.0766
H -0.71552 1.42937 -1.88415 0.0721 0.2562 0.2475
H -2.75809 -0.66494 0.40494 0.1514 0.1088 0.0111
H -1.38392 -1.27992 1.31913 -0.1338 0.1449 0.1138
H -2.04387 0.35090 1.65552 0.1578 -0.1850 0.0528
H 1.31434 -0.62634 -0.18196 -0.4314 -0.0599 -0.1427
H 0.75295 -0.94783 2.06585 -0.1175 0.2198 0.0904
H 0.32627 0.76435 2.31841 0.0886 -0.0344 0.0016
H 2.00702 0.26986 2.03208 -0.1607 0.0620 -0.1759
H 0.84281 2.36896 -0.20127 0.0582 -0.1251 0.0024
H 2.39533 1.68073 0.27543 -0.1263 -0.1955 -0.0308
H 1.76149 1.34542 -1.32759 -0.1337 0.1867 0.0720
C 0.18424 -2.14159 -1.68222 -0.3630 -1.0969 1.4251
O 0.51008 -3.10545 -1.00221 -0.3269 1.4562 -1.3025
H 0.88641 -1.54906 -2.28911 0.2214 -0.2410 -0.1283
H -0.85127 -1.72477 -1.64486 0.4146 -0.4719 -0.2160